Formula: C4H12N2S
Source: the Open Molecules 2025 dataset
Level of theory: ωB97M-V with the def2-TZVPD basis set

The net charge is 0. Its LUMO energy is 0.5966 eV. The HOMO energy comes out at -7.374 eV. The value obtained for the electronic energy is -667.26966 a.u.

Each line ends with the Löwdin charge.
CARTESIAN COORDINATES (ANGSTROEM)
1 C 1.06217 -0.44821 -1.90586  -0.212
2 C 2.26260 -0.12649 -1.05921  -0.673
3 S 1.87323 0.76608 0.49782  0.476
4 H 0.52214 0.44483 -2.23275  0.058
5 H 0.30222 -1.07993 -1.43718  0.053
6 H 1.38298 -0.98952 -2.80474  0.066
7 H 2.94628 0.49309 -1.63653  0.045
8 H 2.77390 -1.04043 -0.76462  0.043
9 C -1.31516 -1.24633 1.89473  -0.073
10 N -1.07114 1.93901 0.16904  0.121
11 C -1.56949 0.83051 0.70366  -0.231
12 N -0.80756 -0.07023 1.22246  -0.093
13 H -0.94079 -2.12165 1.37421  0.082
14 H -2.40744 -1.26369 1.84126  0.078
15 H -0.99607 -1.25662 2.93263  0.084
16 H -0.05787 1.95229 -0.00445  0.010
17 H -1.67080 2.50638 -0.38886  0.098
18 H -2.64011 0.62235 0.70598  0.140
19 H 0.35092 0.08856 0.89242  -0.073